(1)
This record from the Open Molecules 2025 dataset describes an isolated molecule of C7H8O3 at a distorted geometry. The level of theory is ωB97M-V/def2-TZVPD.

```
! wB97M-V def2-TZVPD RIJCOSX def2/J DEFGRID3
* xyz 0 1
C 0.12 1.60 0.57
C 1.08 0.64 0.69
C -1.73 -0.27 0.64
C -1.14 1.02 0.01
C 2.28 -0.01 -0.09
C 0.90 -0.72 0.22
C -0.99 -0.33 -0.60
O 2.65 0.49 -1.34
O 0.83 -2.07 0.76
O -1.41 -0.80 -1.84
H 0.10 2.70 0.69
H -1.23 -0.76 1.46
H -2.77 -0.25 0.77
H -2.00 1.75 -0.37
H 3.11 -0.41 0.42
H 2.09 1.22 -1.53
H 0.03 -2.33 1.14
H -1.93 -1.47 -1.59
*
```

For the LUMO energy, the calculation gives 0.287 eV. For the HOMO energy, the calculation gives -8.26 eV. The orbital gap comes out at 8.55 eV. The energy above the lowest of the compared OMol25 structures with the same formula, charge and spin is 7.521 eV.

---

(2)
This record from the Open Molecules 2025 dataset describes a structure of composition C7H8O4Ti at a distorted geometry. The level of theory is ωB97M-V/def2-TZVPD.

```
! wB97M-V def2-TZVPD RIJCOSX def2/J DEFGRID3
* xyz 2 3
O -0.52 3.69 -3.85
C -0.41 2.57 -3.68
Ti 0.03 -0.98 -1.45
C 1.51 -1.70 -2.83
C -1.85 -1.56 -2.09
O 2.36 -1.89 -3.71
O -2.97 -1.78 -2.52
C -0.18 0.87 2.34
C 0.13 -0.70 2.26
C 0.77 -1.01 0.85
O 0.56 0.28 0.13
C -0.15 1.39 0.90
H -1.18 1.05 2.81
H 0.59 1.39 2.94
H -0.82 -1.24 2.33
H 0.77 -1.00 3.11
H 1.89 -1.24 0.98
H 0.20 -1.88 0.32
H -1.17 1.46 0.43
H 0.45 2.28 0.72
*
```

For the LUMO energy (spin up / spin down), the calculation gives -10.769 / -10.566 eV. For the HOMO energy (spin up / spin down), the calculation gives -18.40 / -19.41 eV. The orbital gap (spin up / spin down) comes out at 7.63 / 8.85 eV.

---

(3)
This record from the Open Molecules 2025 dataset describes an isolated molecule of C7H8OS at a distorted geometry. The level of theory is ωB97M-V/def2-TZVPD.

```
! wB97M-V def2-TZVPD RIJCOSX def2/J DEFGRID3
* xyz 0 1
C -2.11 -0.22 0.02
C -1.13 0.61 0.63
C -1.73 -1.03 -1.11
C 0.15 0.63 0.13
C -0.32 -1.07 -1.55
C 0.66 -0.40 -0.85
C 1.20 1.13 1.08
O 1.97 -0.58 -1.00
S -3.18 0.22 -1.48
H -2.89 -0.69 0.83
H -1.40 1.15 1.46
H -2.35 -1.86 -1.21
H 0.17 -1.81 -2.25
H 1.54 2.15 0.61
H 2.12 0.60 1.08
H 0.91 1.35 2.12
H 1.97 -1.49 -1.37
*
```

As for the SMILES: CC1=C[C@H]2S[C@H]2C=C1O. For the LUMO energy, the calculation gives 0.196 eV. For the HOMO energy, the calculation gives -8.12 eV. The orbital gap comes out at 8.31 eV. The energy above the lowest of the compared OMol25 structures with the same formula, charge and spin is 1.464 eV.

---

(4)
This record from the Open Molecules 2025 dataset describes an isolated molecule of C7H8S at a distorted geometry. The level of theory is ωB97M-V/def2-TZVPD.

```
! wB97M-V def2-TZVPD RIJCOSX def2/J DEFGRID3
* xyz 0 1
C 2.64 0.67 0.14
C 1.19 0.40 0.19
C 0.72 -0.87 0.03
C -0.69 -1.26 0.19
C -1.91 -0.43 -0.46
C -1.23 0.95 -0.33
C 0.02 1.31 0.01
H 2.54 1.72 0.66
H 1.48 -1.64 0.22
H -0.90 -2.41 0.27
H -0.64 -0.81 1.31
H -3.00 -0.57 0.05
H -2.21 -0.92 -1.49
H -1.82 1.70 -0.38
H -0.03 2.49 -0.07
S 3.82 -0.31 -0.35
*
```

As for the SMILES: S=CC1=CCCC=C1. For the LUMO energy, the calculation gives -0.629 eV. For the HOMO energy, the calculation gives -8.38 eV. The orbital gap comes out at 7.75 eV. The energy above the lowest of the compared OMol25 structures with the same formula, charge and spin is 4.140 eV.

---

(5)
This record from the Open Molecules 2025 dataset describes an isolated molecule of C7H8S2 at a distorted geometry. The level of theory is ωB97M-V/def2-TZVPD.

```
! wB97M-V def2-TZVPD RIJCOSX def2/J DEFGRID3
* xyz 0 3
C -1.43 -0.33 -0.96
C -0.26 -0.80 -1.37
C 1.13 0.78 -0.02
C -0.17 1.53 0.16
C -0.37 -0.63 1.16
C -1.24 0.34 0.39
C 0.78 -0.68 -0.27
S 2.60 1.46 -0.21
S 1.98 -2.01 0.00
H -2.41 -0.18 -1.60
H -0.14 -1.20 -2.30
H -0.02 2.18 0.97
H -0.41 2.14 -0.77
H 0.06 -0.24 2.08
H -0.72 -1.59 1.29
H -2.17 0.40 0.95
H 2.79 -1.18 0.51
*
```

For the LUMO energy (spin up / spin down), the calculation gives 0.821 / -2.439 eV. For the HOMO energy (spin up / spin down), the calculation gives -6.41 / -8.60 eV. The orbital gap (spin up / spin down) comes out at 7.23 / 6.16 eV. The energy above the lowest of the compared OMol25 structures with the same formula, charge and spin is 0.000 eV.

---

(6)
This record from the Open Molecules 2025 dataset describes a cluster of 2 separate species, C7H9BN2O7S in total at a distorted geometry. The level of theory is ωB97M-V/def2-TZVPD.

```
! wB97M-V def2-TZVPD RIJCOSX def2/J DEFGRID3
* xyz -2 1
C 3.77 -0.47 1.24
O 4.21 -0.50 -0.16
B 3.11 -0.26 -1.11
O 3.30 -0.82 -2.49
C 1.73 0.59 -0.83
C 1.99 2.08 -0.12
N 2.37 3.08 0.59
C 0.54 -0.28 -0.08
C 0.84 -1.88 -0.39
N 1.11 -3.15 -0.25
C -0.96 0.19 -0.66
C -2.09 -0.53 0.31
O -3.06 -1.36 -0.16
H 2.75 -1.00 1.46
H 4.58 -1.03 1.91
H 3.81 0.66 1.59
H 2.75 -1.65 -2.61
H 1.28 0.85 -1.91
H 0.53 -0.04 1.09
H -1.14 -0.23 -1.75
H -1.07 1.38 -0.62
H -2.05 -0.34 1.47
O -4.85 1.72 -0.26
S -5.66 0.94 0.70
O -6.32 -0.17 -0.01
O -6.68 1.82 1.31
O -4.79 0.39 1.75
*
```

For the LUMO energy, the calculation gives 3.450 eV. For the HOMO energy, the calculation gives 0.66 eV. The orbital gap comes out at 2.79 eV.

---

(7)
This record from the Open Molecules 2025 dataset describes an isolated molecule of C7H9BO2 at a distorted geometry. The level of theory is ωB97M-V/def2-TZVPD.

```
! wB97M-V def2-TZVPD RIJCOSX def2/J DEFGRID3
* xyz 0 1
B 1.92 -0.09 -0.09
C -2.40 0.72 -0.45
C -1.25 1.34 -0.35
C -1.22 -1.51 0.21
C -0.17 -0.75 0.38
C -2.56 -0.69 0.09
C -0.11 0.73 0.38
C 3.49 0.01 -0.23
O 1.15 -1.26 0.35
O 1.16 0.96 -0.30
H -3.36 1.22 -0.72
H -1.15 2.35 -0.58
H -1.07 -2.56 0.15
H -2.94 -0.53 1.09
H -3.37 -1.30 -0.52
H 0.21 1.05 1.44
H 4.03 0.14 0.66
H 3.62 0.96 -0.70
H 4.03 -0.79 -0.78
*
```

As for the SMILES: CB1OC2=CCC=C[C@@H]2O1. For the LUMO energy, the calculation gives 0.736 eV. For the HOMO energy, the calculation gives -9.07 eV. The orbital gap comes out at 9.80 eV. The energy above the lowest of the compared OMol25 structures with the same formula, charge and spin is 1.613 eV.

---

(8)
This record from the Open Molecules 2025 dataset describes an isolated molecule of C7H9BO3 at a distorted geometry. The level of theory is ωB97M-V/def2-TZVPD.

```
! wB97M-V def2-TZVPD RIJCOSX def2/J DEFGRID3
* xyz 0 1
B -1.75 0.50 2.21
C 0.25 0.45 -2.52
C 1.45 0.23 -2.00
C -1.01 -0.03 -1.88
C 1.63 -0.40 -0.65
C 0.44 -0.53 1.62
C -0.83 -0.44 -0.55
C 0.41 -0.01 0.19
O -2.05 -0.14 -2.54
O -0.53 0.09 2.45
O -2.69 1.08 2.90
H 0.13 0.88 -3.50
H 2.35 0.51 -2.53
H 1.69 -1.49 -0.75
H 2.55 -0.06 -0.17
H 0.26 -1.61 1.64
H 1.41 -0.32 2.10
H -1.53 -1.11 -0.08
H 0.43 1.09 0.24
H -2.60 1.31 3.83
*
```

For the LUMO energy (spin up / spin down), the calculation gives -0.217 / -1.020 eV. For the HOMO energy (spin up / spin down), the calculation gives -8.54 / -7.00 eV. The orbital gap (spin up / spin down) comes out at 8.32 / 5.98 eV. The energy above the lowest of the compared OMol25 structures with the same formula, charge and spin is 4.733 eV.

---

(9)
This record from the Open Molecules 2025 dataset describes a cluster of 2 separate species, C7H9BO4 in total at a distorted geometry. The level of theory is ωB97M-V/def2-TZVPD.

```
! wB97M-V def2-TZVPD RIJCOSX def2/J DEFGRID3
* xyz 0 1
B -0.62 -0.58 1.43
C 1.86 1.73 -1.73
C 2.52 1.35 -0.56
C 0.45 1.75 -1.74
C 1.79 0.70 0.45
C -0.31 1.18 -0.69
C 0.41 0.65 0.39
C -1.46 -1.22 3.10
O -1.02 -2.02 -2.20
O -0.90 -1.62 0.63
O -0.96 -2.03 3.75
O -2.67 -0.74 3.28
H 2.45 2.29 -2.46
H 3.58 1.55 -0.32
H -0.03 2.04 -2.63
H 2.29 0.44 1.43
H -1.49 1.18 -0.64
H -0.91 -2.18 -3.14
H -0.69 -2.02 -0.23
H -1.22 -1.10 -2.01
H -3.10 -1.36 3.89
*
```

As for the SMILES: O=C(O)B(O)c1ccccc1.O. For the LUMO energy, the calculation gives 0.429 eV. For the HOMO energy, the calculation gives -9.05 eV. The orbital gap comes out at 9.48 eV. The energy above the lowest of the compared OMol25 structures with the same formula, charge and spin is 2.739 eV.

---

(10)
This record from the Open Molecules 2025 dataset describes an isolated molecule of C7H9Br at a distorted geometry. The level of theory is ωB97M-V/def2-TZVPD.

```
! wB97M-V def2-TZVPD RIJCOSX def2/J DEFGRID3
* xyz 0 1
C -1.41 1.48 0.11
C -1.11 0.80 1.45
C 1.73 -0.62 0.16
C 1.67 -0.15 -1.25
C -0.87 -1.20 -0.52
C -0.75 0.17 0.11
C 0.45 -0.51 -0.50
Br -1.08 -2.74 0.75
H -2.49 1.52 -0.17
H -0.78 2.31 -0.28
H -0.17 1.14 1.88
H -2.05 0.39 1.77
H 2.28 -1.57 0.25
H 1.93 0.28 0.90
H 1.97 0.98 -1.29
H 2.11 -0.78 -2.00
H -1.43 -1.52 -1.36
*
```

As for the SMILES: Br[C@H]1[C@]2(CC2)[C@@]12CC2. For the LUMO energy, the calculation gives 0.888 eV. For the HOMO energy, the calculation gives -9.62 eV. The orbital gap comes out at 10.50 eV. The energy above the lowest of the compared OMol25 structures with the same formula, charge and spin is 3.500 eV.

---

(11)
This record from the Open Molecules 2025 dataset describes an isolated molecule of C7H9BrN4O2S at a distorted geometry. The level of theory is ωB97M-V/def2-TZVPD.

```
! wB97M-V def2-TZVPD RIJCOSX def2/J DEFGRID3
* xyz 0 1
C -3.67 -0.41 -0.20
C -3.86 1.06 0.02
C -1.61 1.18 0.33
C -0.23 -0.72 0.26
C 0.58 0.65 0.46
C 3.14 -1.18 -0.72
C 3.12 0.32 -0.65
N -2.57 -1.04 -0.13
N -2.72 1.80 0.31
N -0.36 1.70 0.57
N -1.55 -0.23 0.23
O -5.00 1.46 -0.04
O 0.12 -1.59 1.34
S 1.56 1.08 -1.08
Br -5.15 -1.38 -0.64
H 0.02 -1.21 -0.59
H 1.25 0.56 1.33
H 2.37 -1.75 -0.08
H 3.14 -1.57 -1.77
H 4.13 -1.54 -0.45
H 4.04 0.48 -1.36
H 3.28 0.74 0.35
H -0.19 2.64 0.41
H 0.16 -1.06 2.09
*
```

As for the SMILES: CCS[C@H]1Nc2nc(=O)c(Br)nn2[C@@H]1O. For the LUMO energy, the calculation gives 0.199 eV. For the HOMO energy, the calculation gives -9.46 eV. The orbital gap comes out at 9.66 eV. The energy above the lowest of the compared OMol25 structures with the same formula, charge and spin is 0.000 eV.

---

(12)
This record from the Open Molecules 2025 dataset describes an isolated molecule of C7H9BrNOPS2 at a distorted geometry. The level of theory is ωB97M-V/def2-TZVPD.

```
! wB97M-V def2-TZVPD RIJCOSX def2/J DEFGRID3
* xyz 0 1
C 0.11 3.16 -0.53
C 0.66 2.49 0.54
C -0.94 2.60 -1.17
C 0.20 1.28 0.99
C -1.31 1.28 -0.89
C -0.74 0.63 0.21
C 0.54 -3.23 -0.68
N 0.65 -1.84 -0.21
O -0.31 -1.51 2.04
P -0.80 -1.18 0.57
S -2.56 -2.08 0.09
S 1.86 -1.02 -0.91
Br 3.26 -0.47 0.67
H 0.21 4.19 -0.86
H 1.51 2.90 1.04
H -1.49 3.35 -1.71
H 0.63 0.88 1.87
H -1.95 0.69 -1.53
H 0.34 -3.91 0.17
H -0.38 -3.41 -1.29
H 1.47 -3.45 -1.24
H -0.98 -1.34 2.81
*
```

As for the SMILES: CN(SBr)[P@](O)(=S)c1ccccc1. For the LUMO energy, the calculation gives -0.015 eV. For the HOMO energy, the calculation gives -8.57 eV. The orbital gap comes out at 8.56 eV. The energy above the lowest of the compared OMol25 structures with the same formula, charge and spin is 0.000 eV.

---

Number 1: electronic energy -13523.7357 eV. Number 2: electronic energy -38672.3269 eV. Number 3: electronic energy -20268.6209 eV. Number 4: electronic energy -18219.1731 eV. Number 5: electronic energy -29054.1408 eV. Number 6: electronic energy -36223.1342 eV. Number 7: electronic energy -12176.9706 eV. Number 8: electronic energy -14221.9202 eV. Number 9: electronic energy -16269.9670 eV. Number 10: electronic energy -77443.2899 eV. Number 11: electronic energy -98336.3553 eV. Number 12: electronic energy -111944.7659 eV.